{"formula": "C20H59MnNO11", "method": "ωB97M-V/def2-TZVPD", "relative_energy_ev": 0.0299, "multiplicity": 6, "s2": 8.756, "orbital_gap_ev": [8.6, 8.5], "species": ["Mn", "C", "C", "O", "H", "H", "H", "H", "H", "C", "C", "O", "H", "H", "H", "H", "H", "O", "H", "H", "C", "O", "H", "H", "H", "H", "C", "O", "H", "H", "H", "H", "C", "O", "H", "H", "H", "H", "C", "O", "H", "H", "H", "H", "C", "O", "H", "H", "H", "H", "C", "O", "H", "H", "H", "H", "C", "O", "H", "H", "H", "H", "C", "C", "C", "C", "C", "C", "N", "O", "C", "C", "C", "H", "H", "H", "H", "H", "H", "H", "H", "H", "H", "H", "H", "H", "H", "H", "H", "H", "H", "H"], "coordinates": [[-0.568, 0.880, -3.850], [-0.915, 2.331, 0.111], [-1.436, 1.372, -0.949], [-1.175, 1.791, -2.224], [0.143, 2.134, 0.272], [-1.488, 2.441, 1.104], [-1.026, 3.465, -0.146], [-2.551, 1.120, -0.773], [-0.966, 0.415, -0.721], [2.378, 1.108, -6.040], [1.470, -0.040, -5.696], [0.985, -0.081, -4.405], [2.634, 1.028, -7.150], [3.230, 1.241, -5.430], [1.780, 2.023, -5.827], [2.104, -0.920, -5.933], [0.652, -0.118, -6.434], [-1.616, 2.057, -5.414], [-1.495, 2.000, -6.376], [-1.612, 2.987, -5.053], [0.797, 4.324, -3.168], [-0.487, 3.899, -3.535], [0.633, 5.190, -2.532], [1.419, 3.423, -2.756], [1.350, 4.726, -3.967], [-0.849, 3.230, -2.841], [-1.631, -2.372, -3.857], [-1.640, -1.136, -3.119], [-1.036, -3.166, -3.419], [-2.668, -2.816, -3.886], [-1.324, -2.123, -4.844], [-1.133, -1.365, -2.313], [3.484, -0.887, -1.073], [2.081, -0.744, -1.487], [3.699, -1.895, -0.725], [4.169, -0.580, -1.880], [3.701, -0.214, -0.276], [1.977, -0.546, -2.489], [-3.255, -1.772, 2.632], [-3.935, -3.004, 2.676], [-3.803, -1.061, 3.255], [-2.283, -1.921, 3.152], [-3.253, -1.392, 1.615], [-4.243, -3.351, 1.792], [-4.503, 1.292, -3.967], [-4.984, 1.919, -5.272], [-5.408, 1.104, -3.432], [-3.959, 0.356, -4.188], [-3.874, 1.973, -3.413], [-4.303, 2.531, -5.653], [-0.343, -2.881, 0.106], [-0.007, -1.989, -0.925], [0.251, -2.756, 0.989], [-1.365, -2.634, 0.286], [-0.243, -3.925, -0.205], [0.917, -1.562, -0.944], [-4.962, -3.645, -1.928], [-4.338, -3.096, -0.779], [-6.031, -3.576, -1.732], [-4.785, -3.046, -2.834], [-4.699, -4.694, -2.010], [-3.593, -2.607, -1.137], [4.002, 2.137, 4.788], [2.713, 1.334, 4.588], [2.635, 0.900, 3.092], [1.591, -0.152, 2.725], [1.902, -1.290, 3.592], [1.755, -0.994, 5.101], [2.739, 0.104, 5.458], [2.547, 0.470, 6.815], [0.328, -0.663, 5.471], [2.303, -2.208, 5.889], [1.532, 2.271, 4.898], [4.801, 1.434, 4.562], [4.075, 2.540, 5.810], [4.047, 2.843, 3.995], [2.515, 1.833, 2.515], [3.678, 0.411, 3.017], [1.701, -0.264, 1.692], [0.633, 0.296, 2.898], [3.029, -1.345, 3.445], [1.408, -2.228, 3.370], [-0.167, -1.637, 5.616], [0.260, 0.019, 6.282], [-0.267, -0.232, 4.652], [3.360, -2.270, 5.867], [2.142, -2.071, 6.978], [1.816, -3.092, 5.603], [0.945, 2.600, 4.030], [1.878, 3.138, 5.398], [0.819, 1.712, 5.588], [3.214, -0.042, 7.277]]}


{"formula": "C20H60AsF6N4O10", "method": "ωB97M-V/def2-TZVPD", "multiplicity": 1, "charge": -1, "orbital_gap_ev": 9.7, "species": ["As", "F", "F", "F", "F", "F", "F", "C", "O", "H", "H", "H", "H", "C", "O", "H", "H", "H", "H", "C", "O", "H", "H", "H", "H", "C", "O", "N", "N", "H", "H", "H", "H", "C", "O", "N", "N", "H", "H", "H", "H", "C", "C", "C", "O", "H", "H", "H", "H", "H", "H", "H", "H", "C", "C", "C", "O", "H", "H", "H", "H", "H", "H", "H", "H", "C", "C", "C", "O", "H", "H", "H", "H", "H", "H", "H", "H", "C", "C", "C", "O", "H", "H", "H", "H", "H", "H", "H", "H", "C", "C", "C", "O", "H", "H", "H", "H", "H", "H", "H", "H"], "coordinates": [[-0.976, -0.327, -0.041], [-2.701, -0.154, 0.438], [-0.683, 1.309, 0.642], [0.792, -0.463, -0.441], [-1.275, -2.021, -0.653], [-1.316, 0.392, -1.680], [-0.573, -0.961, 1.582], [0.448, 1.317, -6.919], [1.132, 2.153, -6.045], [-0.591, 1.169, -6.624], [0.433, 1.813, -7.889], [0.915, 0.358, -7.146], [0.652, 2.091, -5.215], [-6.033, 2.481, -2.317], [-5.100, 1.781, -3.105], [-6.143, 3.450, -2.803], [-6.913, 1.839, -2.357], [-5.742, 2.655, -1.281], [-4.365, 1.454, -2.581], [-8.479, -2.354, -0.845], [-8.075, -2.464, 0.526], [-8.602, -1.323, -1.177], [-7.727, -2.764, -1.520], [-9.518, -2.626, -1.032], [-7.300, -1.900, 0.578], [-1.538, -6.493, -3.496], [-1.645, -7.189, -2.496], [-1.263, -5.256, -3.630], [-1.737, -7.053, -4.646], [-1.085, -4.679, -2.820], [-1.251, -4.747, -4.502], [-1.872, -8.052, -4.706], [-1.573, -6.548, -5.505], [-5.284, 4.056, 2.652], [-6.269, 4.763, 2.832], [-5.185, 2.866, 3.158], [-4.186, 4.430, 2.103], [-5.907, 2.397, 3.686], [-4.594, 2.203, 2.677], [-4.350, 5.324, 1.662], [-3.251, 4.055, 2.175], [-0.670, 8.830, -2.086], [-1.781, 7.746, -2.010], [-1.069, 6.303, -2.069], [-2.488, 7.897, -0.838], [-0.905, 9.895, -2.075], [-0.193, 8.745, -3.062], [0.143, 8.593, -1.400], [-2.402, 7.786, -2.905], [-0.149, 6.292, -1.484], [-0.779, 6.047, -3.088], [-1.683, 5.497, -1.669], [-1.772, 8.035, -0.214], [3.975, -2.064, -4.171], [4.989, -1.140, -3.401], [4.698, 0.339, -3.710], [4.845, -1.274, -2.037], [4.068, -3.079, -3.784], [4.209, -2.158, -5.231], [2.933, -1.839, -3.946], [6.027, -1.384, -3.628], [3.653, 0.568, -3.500], [4.871, 0.412, -4.784], [5.232, 1.098, -3.138], [3.929, -1.122, -1.793], [4.459, 2.889, 2.902], [3.509, 3.413, 3.944], [4.129, 4.446, 4.944], [2.436, 3.981, 3.126], [5.320, 2.562, 3.484], [4.796, 3.712, 2.272], [4.006, 2.084, 2.323], [3.086, 2.615, 4.554], [5.026, 4.128, 5.478], [3.355, 4.437, 5.711], [4.288, 5.422, 4.487], [2.094, 3.262, 2.589], [0.565, -2.273, 8.304], [1.472, -2.593, 7.138], [2.636, -3.579, 7.335], [0.663, -3.182, 6.094], [-0.341, -2.878, 8.272], [0.165, -1.268, 8.163], [1.043, -2.186, 9.279], [1.997, -1.678, 6.864], [2.311, -4.535, 7.745], [3.364, -3.187, 8.045], [3.189, -3.847, 6.435], [0.226, -2.480, 5.608], [3.249, -7.221, -0.893], [2.946, -6.672, 0.515], [3.151, -5.168, 0.479], [1.616, -7.027, 0.726], [2.893, -8.220, -1.145], [4.323, -7.224, -1.080], [2.843, -6.624, -1.709], [3.621, -7.027, 1.294], [2.816, -4.585, -0.379], [4.195, -4.955, 0.710], [2.549, -4.632, 1.213], [1.054, -6.911, -0.043]]}


Calculated E, -77024.5960; -125294.8581 eV (same order as the records).
Calculated molecular weight, 544.6; 705.6 g mol⁻¹ (same order as the records).
Calculated strongest force on any atom, 3.4; 6.5 eV/A (same order as the records).